Entry from the OMol25 dataset: the ion C9H12NO2 with charge +1 (ωB97M-V/def2-TZVPD).

Geometry (Å):
O: -0.44273 3.14657 -0.48291
C: -1.60881 2.51541 -1.14414
C: -2.03264 1.41467 -0.06123
C: -1.22975 0.20162 0.16751
C: 0.35840 -0.05647 -0.39416
O: 0.87224 0.87601 -1.18646
N: 1.04569 -1.10997 0.00352
C: 0.51224 -2.24204 0.65001
C: 1.18984 -3.28399 1.10083
C: 2.56940 -3.30695 0.79967
C: 3.11134 -2.20861 0.23851
C: 2.37960 -1.13604 -0.14918
H: -0.03971 3.81397 -1.05926
H: -2.29189 3.33110 -1.51219
H: -1.31434 1.88523 -1.96470
H: -3.06359 0.99794 -0.29104
H: -2.27497 1.84137 0.99514
H: -1.43450 -0.56980 0.91514
H: 0.58480 1.66470 -0.87466
H: -0.64012 -2.14529 0.85128
H: 0.79421 -4.15439 1.53798
H: 3.23445 -4.26898 0.83726
H: 4.17290 -2.28446 -0.15214
H: 2.86739 -0.17176 -0.43463

Force components x, y, z for each atom (eV/Å):
O -0.39 -0.61 -0.96
C 0.77 -0.44 2.02
C -2.71 1.11 0.91
C 6.97 -1.62 -1.81
C -9.04 3.71 1.55
O 2.65 -5.37 -1.30
N 1.63 -3.14 1.31
C -5.17 2.43 0.18
C 2.71 -0.55 -0.62
C 0.87 -2.96 0.12
C 3.05 -0.51 -1.72
C 1.16 2.53 -0.22
H -0.31 -0.06 0.06
H 0.12 -1.27 0.93
H 0.37 0.22 -0.83
H 0.87 0.57 -0.21
H 0.71 -0.17 -1.69
H -0.61 0.91 -0.26
H -1.69 4.97 1.57
H 2.61 -0.49 -0.72
H -1.07 -0.54 0.57
H -1.58 1.94 0.45
H -1.28 0.50 0.94
H -0.66 -1.17 -0.24

SMILES string: OCC/C=C(\O)[n+]1ccccc1
Charge: +1
HOMO energy (alpha / beta) (eV): -11.6 / -12.2
ΔE to the lowest compared entry with this formula, charge and spin (kJ/mol): 429.8

Entry from the OMol25 dataset: the ion C9H12NO2 with charge +1 (ωB97M-V/def2-TZVPD).

Geometry (Å):
C: -2.58986 -0.41030 -0.70418
N: -1.88730 0.04841 0.46890
C: -1.62341 1.61518 0.40231
C: -0.23252 1.72898 0.04965
C: 0.51917 0.65975 0.16102
C: -0.55595 -0.58450 0.45838
C: -0.14296 -1.86727 0.53473
C: 1.30685 -2.09183 0.10990
C: 2.18607 -1.15671 -0.19361
C: 1.98122 0.38391 -0.05976
O: 2.33466 1.01640 -1.21934
O: 2.64693 0.88636 1.00522
H: -2.10901 -0.05867 -1.67883
H: -2.92394 -1.47155 -0.78296
H: -3.49018 0.08271 -0.80869
H: -2.25767 -0.21882 1.36784
H: -1.96528 2.14720 1.28555
H: -2.17737 1.98707 -0.46610
H: 0.26851 2.69861 -0.33960
H: -0.69456 -2.77215 0.88043
H: 1.74378 -3.18941 0.09970
H: 3.25313 -1.46383 -0.61836
H: 2.92490 1.74134 -0.98426
H: 3.48477 0.28912 1.03209

Force components x, y, z for each atom (eV/Å):
C -0.63 -0.85 -3.04
N 2.09 0.48 0.61
C -1.52 -0.67 -1.20
C 3.36 2.42 -0.62
C -3.47 -3.89 0.49
C 4.15 1.52 -0.35
C 0.61 0.47 -0.07
C -0.03 -2.57 0.89
C 2.44 0.89 -1.09
C -2.18 -1.82 -0.77
O 0.79 0.49 -1.35
O 3.31 -1.51 1.25
H 0.25 -0.86 1.61
H 1.20 0.55 0.60
H -2.19 1.37 0.41
H -1.07 0.07 0.20
H 0.05 -0.35 0.29
H -0.55 -0.19 0.36
H -1.33 -1.46 0.95
H 0.11 1.02 -0.64
H -1.46 2.26 -0.07
H -2.34 0.73 1.08
H 0.08 0.09 -0.09
H -1.67 1.79 0.53

SMILES string: C[N@@H+]1CC=C2C1=CC=CC2(O)O
Charge: +1
HOMO energy (eV): -12.8
ΔE to the lowest compared entry with this formula, charge and spin (kJ/mol): 334.8

Entry from the OMol25 dataset: a cluster of 2 separate species, C9H12NO4P in total (ωB97M-V/def2-TZVPD).

Geometry (Å):
N: 0.25203 -1.90143 -0.22591
C: -0.23865 -1.72551 -1.59484
C: 0.40895 -2.71296 -2.58297
C: 1.40204 -2.06631 -3.60298
P: 2.53137 -0.73862 -2.88387
H: 0.32643 -0.99853 0.23227
H: 1.15024 -2.35314 -0.22674
H: -0.11767 -0.67860 -1.88140
H: -1.31371 -1.93451 -1.58996
H: -0.36753 -3.20556 -3.17452
H: 0.94360 -3.46503 -1.99958
H: 0.90927 -1.72061 -4.50904
H: 2.10027 -2.85780 -3.89272
H: 1.70868 0.37224 -2.56771
H: 2.78637 -1.30061 -1.59841
C: -1.49370 3.30521 1.84425
C: -0.45828 2.57591 1.31051
C: 0.02579 1.41500 2.20131
O: 0.90308 0.62237 1.82968
C: -0.56716 1.26033 3.51696
C: -1.59469 1.99925 4.05985
C: -2.15066 3.09696 3.12768
O: -3.11941 3.79905 3.43140
O: -2.11036 1.86788 5.20242
O: 0.11265 2.75010 0.19529
H: -1.90540 4.13620 1.27587
H: -0.12354 0.45873 4.10314

Force components x, y, z for each atom (eV/Å):
N -0.34 -0.12 -0.31
C -0.37 -0.38 0.33
C 0.11 0.99 -0.54
C 0.20 -0.25 1.48
P 0.66 -0.15 -0.80
H 0.20 0.04 0.43
H 0.29 0.17 0.11
H -0.02 -0.08 -0.38
H -0.05 0.17 -0.02
H 0.02 -0.22 0.16
H -0.06 -0.12 -0.09
H -0.02 0.24 0.05
H 0.02 0.14 -0.28
H -0.17 -0.53 0.30
H -0.45 0.29 -0.24
C -0.98 0.57 0.77
C 0.86 -0.52 -0.65
C -0.63 -0.35 1.62
O 0.29 -0.12 -0.70
C 1.17 -0.58 -0.90
C -0.96 0.58 0.70
C 0.51 0.46 -1.54
O -0.22 -0.10 0.59
O 0.32 -0.06 -0.45
O -0.31 -0.01 0.37
H 0.04 -0.04 -0.10
H -0.10 -0.01 0.06

Charge: -2
HOMO energy (eV): 0.3

no.,strongest force on any atom (eV/Å)
1,9.89
2,5.24
3,1.77